1.
Computed, not measured: C17H18BClMgN6O2 as an isolated structure in a non-equilibrium geometry, with wB97M-V/def2-TZVPD.

Output
2S+1: 1
Frontier orbital gap, eV: 8.097
Highest occupied orbital energy, eV: -8.635

Positions of all 46 atoms, in Å:
1 H 1.024 2.861 0.304
2 N 0.523 1.626 -1.230
3 B 0.215 0.397 -3.445
4 N 0.544 1.646 -2.618
5 C 0.896 2.870 -3.024
6 Mg 0.161 0.028 -0.011
7 H 0.896 3.067 -4.082
8 C 1.126 3.649 -1.911
9 H 1.371 4.727 -1.896
10 C 0.926 2.815 -0.800
11 H 0.331 0.489 -4.606
12 C -0.865 -1.557 1.240
13 H -0.943 -1.780 2.325
14 H -0.170 -2.455 0.977
15 H -1.792 -1.906 0.761
16 N -1.181 0.015 -2.959
17 N 1.094 -0.673 -2.784
18 N -1.372 -0.115 -1.588
19 N 1.134 -0.841 -1.414
20 C -2.327 -0.229 -3.613
21 C 1.954 -1.525 -3.349
22 H -2.360 -0.155 -4.675
23 H 2.023 -1.572 -4.406
24 C -3.304 -0.537 -2.663
25 C 2.591 -2.263 -2.335
26 C -2.641 -0.468 -1.416
27 C 2.063 -1.749 -1.103
28 H -4.351 -0.759 -2.850
29 H 3.303 -3.058 -2.445
30 H -2.881 -0.636 -0.368
31 H 2.235 -1.869 -0.031
32 H -1.327 -0.391 1.241
33 Cl 2.412 1.366 7.964
34 C 2.228 0.830 6.315
35 C 2.622 -0.445 5.883
36 C 2.585 -0.850 4.517
37 C 2.408 0.119 3.450
38 C 1.922 1.383 3.911
39 C 1.959 1.750 5.282
40 C 2.276 -0.367 2.019
41 O 2.623 -1.543 1.848
42 O 1.865 0.399 1.064
43 H 2.893 -1.174 6.664
44 H 2.690 -1.922 4.411
45 H 1.488 2.138 3.255
46 H 1.696 2.786 5.552

2.
Computed, not measured: one molecule with the formula HI2OP in a non-equilibrium geometry, with wB97M-V/def2-TZVPD.

Output
2S+1: 1
Frontier orbital gap, eV: 8.709
Energy relative to the best compared isomer or geometry (same formula, charge and spin), kcal per mole: 6.80
Highest occupied orbital energy, eV: -9.236
SMILES string: OP(I)I

Positions of all 5 atoms, in Å:
1 O 0.316 0.599 0.038
2 P -0.848 1.968 -0.021
3 I -1.614 1.729 -2.239
4 I 0.587 3.952 -0.053
5 H 0.153 0.064 0.737

3.
Computed, not measured: a 3-piece molecular cluster, C4H13N3O overall in a non-equilibrium geometry, with wB97M-V/def2-TZVPD.

Output
2S+1: 1
Frontier orbital gap (spin up / spin down), eV: 9.066 / 5.811
Energy relative to the best compared isomer or geometry (same formula, charge and spin), kcal per mole: 149.62
Highest occupied orbital energy (spin up / spin down), eV: -8.865 / -6.298

Positions of all 21 atoms, in Å:
1 C -1.233 0.661 -1.034
2 C 0.630 -0.262 -1.394
3 C 2.020 0.079 0.470
4 C -0.854 1.854 -0.204
5 N 1.075 -0.745 -0.251
6 N -0.090 -1.953 2.108
7 N -1.986 -0.268 -0.424
8 O -0.482 -0.754 1.609
9 H -1.457 0.855 -2.082
10 H -0.513 -2.725 1.591
11 H 0.925 -2.047 2.042
12 H -2.360 -0.996 -1.019
13 H -1.538 -0.626 0.518
14 H 0.223 -0.988 -2.095
15 H 1.101 0.616 -1.852
16 H 1.819 0.013 1.539
17 H 3.026 -0.318 0.291
18 H 2.019 1.136 0.171
19 H -0.469 1.533 0.762
20 H -1.746 2.465 -0.034
21 H -0.112 2.469 -0.712

4.
Computed, not measured: a 9-piece molecular cluster, C36H45N9 overall in a non-equilibrium geometry, with wB97M-V/def2-TZVPD.

Output
2S+1: 1
Frontier orbital gap, eV: 8.694
Energy relative to the best compared isomer or geometry (same formula, charge and spin), kcal per mole: 18.10
Highest occupied orbital energy, eV: -8.097
SMILES string: c1cc[nH]c1.c1cc[nH]c1.c1cc[nH]c1.c1cc[nH]c1.c1cc[nH]c1.c1cc[nH]c1.c1cc[nH]c1.c1cc[nH]c1.c1cc[nH]c1

Positions of all 90 atoms, in Å:
1 N 11.894 8.951 9.096
2 C 11.201 9.524 8.052
3 C 11.858 9.172 6.911
4 C 12.929 8.293 7.250
5 C 12.879 8.139 8.612
6 H 11.568 8.936 10.048
7 H 10.321 10.107 8.259
8 H 11.552 9.446 5.914
9 H 13.579 7.905 6.485
10 H 13.475 7.533 9.274
11 N 18.310 7.486 11.217
12 C 17.805 6.350 11.789
13 C 16.738 5.946 11.032
14 C 16.558 6.899 9.996
15 C 17.564 7.827 10.129
16 H 19.142 7.962 11.514
17 H 18.278 5.906 12.648
18 H 16.084 5.117 11.251
19 H 15.763 6.921 9.270
20 H 17.773 8.651 9.468
21 N 13.218 12.736 2.309
22 C 13.724 11.685 3.021
23 C 12.728 11.230 3.840
24 C 11.543 11.988 3.565
25 C 11.901 12.929 2.636
26 H 13.723 13.311 1.658
27 H 14.729 11.320 2.903
28 H 12.761 10.401 4.528
29 H 10.592 11.769 4.024
30 H 11.349 13.727 2.168
31 N 16.589 7.117 4.217
32 C 17.457 6.643 5.161
33 C 17.261 7.352 6.317
34 C 16.290 8.344 6.014
35 C 15.790 8.077 4.770
36 H 16.323 6.637 3.371
37 H 18.134 5.827 4.970
38 H 17.751 7.291 7.273
39 H 15.849 9.014 6.737
40 H 14.986 8.529 4.217
41 N 10.583 9.657 1.712
42 C 10.320 8.729 2.673
43 C 9.769 7.635 2.049
44 C 9.752 7.894 0.654
45 C 10.228 9.174 0.488
46 H 10.978 10.574 1.867
47 H 10.542 8.854 3.719
48 H 9.453 6.723 2.530
49 H 9.396 7.226 -0.112
50 H 10.398 9.714 -0.429
51 N 12.885 6.665 1.791
52 C 13.261 6.473 3.071
53 C 13.957 5.299 3.176
54 C 14.060 4.789 1.848
55 C 13.420 5.664 1.012
56 H 12.222 7.350 1.467
57 H 13.060 7.252 3.789
58 H 14.219 4.843 4.116
59 H 14.470 3.839 1.545
60 H 13.100 5.550 -0.010
61 N 14.337 10.746 10.011
62 C 13.217 11.478 10.300
63 C 13.497 12.193 11.445
64 C 14.789 11.809 11.894
65 C 15.263 10.883 10.999
66 H 14.453 10.203 9.171
67 H 12.391 11.528 9.614
68 H 12.859 12.893 11.963
69 H 15.308 12.173 12.764
70 H 16.229 10.413 10.935
71 N 7.115 11.107 4.187
72 C 6.940 12.398 4.610
73 C 7.421 12.488 5.893
74 C 7.997 11.227 6.209
75 C 7.773 10.386 5.149
76 H 6.927 10.760 3.264
77 H 6.333 13.091 4.051
78 H 7.463 13.370 6.510
79 H 8.457 11.026 7.162
80 H 8.067 9.361 5.008
81 N 10.413 11.059 11.923
82 C 9.697 11.934 11.137
83 C 8.381 11.745 11.459
84 C 8.302 10.727 12.439
85 C 9.585 10.336 12.710
86 H 11.421 11.021 11.956
87 H 10.274 12.579 10.496
88 H 7.527 12.208 10.986
89 H 7.397 10.291 12.826
90 H 9.935 9.668 13.479

5.
Computed, not measured: a 12-piece molecular cluster, C69H63IN12O22P overall in a non-equilibrium geometry, with wB97M-V/def2-TZVPD.

Output
2S+1: 1
Frontier orbital gap, eV: 5.779
Net charge: +1
Energy relative to the best compared isomer or geometry (same formula, charge and spin), kcal per mole: 0.00
Highest occupied orbital energy, eV: -10.469

Positions of all 168 atoms, in Å:
1 C 7.628 -8.739 -0.110
2 C 7.527 -7.330 -0.581
3 C 8.769 -6.534 -0.549
4 N 6.483 -6.732 -1.058
5 P 4.980 -7.212 -0.574
6 I 4.246 -6.104 1.410
7 H 6.937 -9.353 -0.660
8 H 7.394 -8.794 0.945
9 H 8.633 -9.078 -0.278
10 H 9.601 -7.204 -0.672
11 H 8.851 -6.005 0.388
12 H 8.769 -5.869 -1.393
13 H 4.097 -6.814 -1.577
14 H 4.794 -8.589 -0.404
15 C 2.783 -3.616 5.468
16 C 2.823 -2.443 6.209
17 C 3.831 -1.518 5.994
18 C 4.789 -1.781 5.032
19 C 4.771 -2.948 4.290
20 C 3.759 -3.865 4.514
21 N 5.844 -0.790 4.773
22 O 5.841 0.222 5.443
23 O 6.648 -1.041 3.896
24 H 1.987 -4.330 5.630
25 H 2.063 -2.241 6.948
26 H 3.860 -0.604 6.567
27 H 5.528 -3.136 3.543
28 H 3.734 -4.776 3.923
29 C 3.431 2.438 1.409
30 C 2.318 2.000 0.704
31 C 1.482 1.035 1.253
32 C 1.783 0.531 2.513
33 C 2.892 0.960 3.220
34 C 3.718 1.916 2.661
35 N 0.903 -0.480 3.121
36 O -0.049 -0.874 2.477
37 O 1.193 -0.869 4.242
38 H 4.076 3.193 0.981
39 H 2.098 2.408 -0.267
40 H 0.616 0.690 0.708
41 H 3.114 0.557 4.197
42 H 4.587 2.258 3.207
43 C -4.503 2.494 -0.705
44 C -4.322 2.715 -2.063
45 C -3.049 2.869 -2.578
46 C -1.967 2.795 -1.719
47 C -2.126 2.583 -0.360
48 C -3.407 2.432 0.147
49 N -0.615 2.931 -2.270
50 O -0.507 3.137 -3.464
51 O 0.330 2.835 -1.500
52 H -5.501 2.368 -0.305
53 H -5.177 2.764 -2.721
54 H -2.906 3.040 -3.634
55 H -1.270 2.533 0.297
56 H -3.552 2.262 1.205
57 C 1.868 5.056 -3.923
58 C 2.704 5.363 -4.992
59 C 3.808 6.176 -4.795
60 C 4.062 6.670 -3.529
61 C 3.238 6.383 -2.458
62 C 2.136 5.571 -2.660
63 N 5.246 7.513 -3.312
64 O 5.945 7.766 -4.273
65 O 5.462 7.905 -2.181
66 H 1.011 4.414 -4.071
67 H 2.501 4.973 -5.970
68 H 4.460 6.416 -5.621
69 H 3.450 6.782 -1.477
70 H 1.485 5.334 -1.830
71 C -6.060 6.931 4.179
72 C -5.536 5.703 4.558
73 C -5.821 4.568 3.819
74 C -6.629 4.682 2.703
75 C -7.166 5.897 2.313
76 C -6.876 7.027 3.061
77 N -6.916 3.482 1.906
78 O -6.447 2.424 2.283
79 O -7.601 3.612 0.912
80 H -5.833 7.815 4.758
81 H -4.903 5.630 5.431
82 H -5.416 3.612 4.113
83 H -7.800 5.968 1.442
84 H -7.287 7.984 2.772
85 C -12.499 4.143 3.779
86 C -11.945 3.929 5.035
87 C -11.230 4.935 5.667
88 C -11.077 6.147 5.025
89 C -11.611 6.376 3.769
90 C -12.323 5.368 3.148
91 N -10.337 7.225 5.692
92 O -9.857 6.992 6.784
93 O -10.244 8.289 5.113
94 H -13.055 3.359 3.297
95 H -12.074 2.975 5.526
96 H -10.802 4.770 6.643
97 H -11.477 7.329 3.279
98 H -12.747 5.537 2.169
99 C 3.979 -3.134 -2.737
100 C 2.793 -2.523 -3.140
101 C 2.078 -3.036 -4.218
102 C 2.567 -4.155 -4.866
103 C 3.738 -4.759 -4.487
104 C 4.447 -4.250 -3.423
105 N 1.826 -4.742 -5.990
106 O 0.805 -4.202 -6.351
107 O 2.292 -5.746 -6.470
108 H 4.536 -2.740 -1.897
109 H 2.426 -1.652 -2.616
110 H 1.157 -2.571 -4.535
111 H 4.102 -5.626 -5.017
112 H 5.373 -4.726 -3.123
113 C 0.003 -0.051 -9.412
114 C 0.528 -0.282 -8.149
115 C 1.288 0.690 -7.524
116 C 1.507 1.883 -8.175
117 C 0.998 2.131 -9.436
118 C 0.242 1.154 -10.056
119 N 2.292 2.929 -7.510
120 O 2.754 2.696 -6.405
121 O 2.434 3.982 -8.101
122 H -0.596 -0.812 -9.894
123 H 0.340 -1.224 -7.648
124 H 1.699 0.515 -6.541
125 H 1.184 3.072 -9.931
126 H -0.165 1.333 -11.041
127 C 11.265 -1.380 -0.486
128 C 10.603 -2.548 -0.129
129 C 9.228 -2.633 -0.263
130 C 8.536 -1.544 -0.756
131 C 9.176 -0.372 -1.109
132 C 10.551 -0.293 -0.971
133 N 7.080 -1.635 -0.919
134 O 6.525 -2.673 -0.587
135 O 6.501 -0.677 -1.380
136 H 12.340 -1.317 -0.385
137 H 11.161 -3.392 0.251
138 H 8.709 -3.537 0.014
139 H 8.618 0.471 -1.488
140 H 11.067 0.616 -1.244
141 C 6.605 -14.823 1.985
142 C 6.581 -13.720 2.828
143 C 7.455 -12.668 2.617
144 C 8.341 -12.738 1.558
145 C 8.384 -13.831 0.713
146 C 7.507 -14.880 0.932
147 N 9.258 -11.618 1.316
148 O 9.218 -10.667 2.079
149 O 10.004 -11.691 0.361
150 H 5.918 -15.642 2.149
151 H 5.880 -13.680 3.649
152 H 7.442 -11.810 3.273
153 H 9.087 -13.872 -0.105
154 H 7.527 -15.741 0.280
155 C -18.822 7.581 2.209
156 C -18.116 7.181 3.335
157 C -17.077 6.273 3.216
158 C -16.760 5.782 1.963
159 C -17.456 6.165 0.832
160 C -18.494 7.071 0.960
161 N -15.645 4.836 1.830
162 O -15.059 4.503 2.845
163 O -15.359 4.445 0.716
164 H -19.629 8.294 2.305
165 H -18.373 7.578 4.306
166 H -16.526 5.959 4.089
167 H -17.196 5.767 -0.137
168 H -19.047 7.382 0.085

Which formula does entry 4 have?
C36H45N9

2S+1 of number 5 (C69H63IN12O22P)?
1